Computed, not measured: the ion C17H22N3O3S with charge +1, with ωB97M-V/def2-TZVPD.

Largest force on an atom in hartree/bohr: 0.05295
SMILES: C[NH+](C)[C@H](CNC(=O)Cc1ccc([N+](=O)[O-])s1)Cc1ccccc1
Relative energy (zero: lowest compared OMol25 entry of this formula, charge and spin) in eV: 0.131
E_tot in eV: -39424.8597

Structure (ORCA input):
```
! wB97M-V def2-TZVPD RIJCOSX def2/J DEFGRID3
* xyz 1 1
S 0.601 -0.918 4.643
O -0.955 -1.986 0.989
O 0.025 0.139 7.220
O -0.846 -1.641 8.107
N -0.498 -0.183 -1.890
N 0.610 -0.423 1.079
N -0.274 -1.058 7.207
C -1.020 2.821 -3.683
C 0.684 3.362 -5.355
C 0.259 -3.507 4.534
C -0.149 -3.140 5.863
C 1.707 3.000 -4.449
C 0.605 -2.413 3.751
C 0.105 0.809 -0.966
C 0.146 -1.692 1.403
C 0.986 -2.579 2.287
C -0.361 2.198 -1.355
C -1.893 -0.619 -1.618
C -0.238 0.601 0.524
C 0.038 -1.787 6.066
C 0.373 -1.390 -2.069
C 1.363 2.546 -3.180
C -0.662 3.287 -4.976
C -0.009 2.482 -2.782
H 1.502 -0.123 1.496
H 0.560 -1.922 -1.112
H -2.153 -1.425 -2.309
H 0.995 3.796 -6.342
H -0.036 1.485 1.099
H 2.163 2.279 -2.504
H 1.332 -1.093 -2.465
H 0.106 2.942 -0.691
H -0.493 0.289 -2.803
H -2.567 0.240 -1.803
H -1.467 2.250 -1.197
H -1.407 3.658 -5.675
H 0.176 -4.498 4.169
H -0.640 -3.786 6.609
H 2.042 -2.398 2.125
H -1.281 0.411 0.703
H -2.039 -0.992 -0.619
H -0.061 -2.064 -2.802
H 1.172 0.806 -1.067
H 0.837 -3.621 1.957
H -2.094 2.836 -3.404
H 2.756 3.022 -4.717
*
```